DFT (ωB97M-V/def2-TZVPD) results for a 2-piece molecular cluster, C35H37N4O overall at a distorted geometry.

Last columns: bonded neighbours and bond lengths (Å).
CARTESIAN COORDINATES (ANGSTROEM)
1 O -2.646 -4.497 -0.055  C12 1.228
2 N -2.351 -2.793 1.493  C12 1.372, C13 1.449, C25 1.446
3 N -0.771 -1.568 0.472  C13 1.477, C15 1.339, C37 1.459
4 N 2.634 2.114 -2.133  C33 1.348, C40 1.342
5 N 1.889 2.117 -6.242  C31 1.454, C32 1.369, C39 1.458
6 C 1.246 4.856 3.316  C10 1.401, C14 1.399, H52 1.092
7 C -3.891 0.983 -1.140  C16 1.398, C21 1.401, H70 1.091
8 C 2.795 -4.189 5.507  C18 1.392, C28 1.406, H46 1.092
9 C 0.939 4.143 1.018  C10 1.394, C26 1.418, H57 1.093
10 C 1.015 5.160 1.968  C6 1.401, C9 1.394, H51 1.087
11 C 1.104 -2.917 4.281  C18 1.415, C23 1.413, C30 1.445
12 C -2.138 -3.437 0.301  O1 1.228, N2 1.372, C37 1.521
13 C -1.508 -1.643 1.750  N2 1.449, N3 1.477, C19 1.499, H63 1.106
14 C 1.356 3.524 3.728  C6 1.399, C35 1.396, H65 1.086
15 C 0.108 -0.615 0.136  N3 1.339, C17 1.387, H68 1.094
16 C -2.796 0.220 -1.558  C7 1.398, C38 1.399, H71 1.094
17 C 0.342 0.497 0.930  C15 1.387, C24 1.389, H75 1.101
18 C 1.957 -4.040 4.406  C8 1.392, C11 1.415, H43 1.091
19 C -0.685 -1.808 2.992  C13 1.499, C30 1.346, H66 1.091
20 C 2.003 -2.070 6.386  C23 1.396, C28 1.403, H77 1.092
21 C -5.138 0.374 -0.946  C7 1.401, C34 1.399, H69 1.090
22 C 3.024 3.097 -4.300  C32 1.429, C40 1.403, H76 1.090
23 C 1.155 -1.926 5.287  C11 1.413, C20 1.396, H47 1.090
24 C 0.879 1.697 0.481  C17 1.389, C26 1.437, H58 1.093
25 C -3.316 -3.252 2.467  N2 1.446, H45 1.099, H54 1.095, H55 1.102
26 C 1.049 2.784 1.406  C9 1.418, C24 1.437, C35 1.423
27 C 2.067 0.881 -4.151  C32 1.423, C33 1.401, H74 1.093
28 C 2.825 -3.201 6.507  C8 1.406, C20 1.403, H72 1.092
29 C -4.166 -1.763 -1.521  C34 1.392, C38 1.397, H48 1.092
30 C 0.210 -2.801 3.152  C11 1.445, C19 1.346, H41 1.094
31 C 1.813 3.374 -6.970  N5 1.454, H56 1.095, H59 1.103, H73 1.105
32 C 2.319 2.035 -4.945  N5 1.369, C22 1.429, C27 1.423
33 C 2.239 0.990 -2.765  N4 1.348, C27 1.401, H60 1.086
34 C -5.275 -1.000 -1.171  C21 1.399, C29 1.392, H67 1.090
35 C 1.269 2.500 2.784  C14 1.396, C26 1.423, H61 1.091
36 C -1.703 -2.068 -1.816  C37 1.539, C38 1.510, H42 1.097, H49 1.101
37 C -1.140 -2.604 -0.488  N3 1.459, C12 1.521, C36 1.539, H50 1.102
38 C -2.904 -1.173 -1.625  C16 1.399, C29 1.397, C36 1.510
39 C 1.218 1.020 -6.929  N5 1.458, H44 1.110, H53 1.103, H62 1.095
40 C 3.221 3.036 -2.911  N4 1.342, C22 1.403, H64 1.089
41 H 0.259 -3.620 2.428  C30 1.094
42 H -0.903 -1.548 -2.358  C36 1.097
43 H 1.940 -4.792 3.617  C18 1.091
44 H 0.121 1.186 -6.959  C39 1.110
45 H -2.834 -3.428 3.439  C25 1.099
46 H 3.436 -5.069 5.595  C8 1.092
47 H 0.523 -1.043 5.190  C23 1.090
48 H -4.261 -2.835 -1.707  C29 1.092
49 H -1.995 -2.967 -2.381  C36 1.101
50 H -0.250 -3.220 -0.696  C37 1.102
51 H 0.877 6.193 1.659  C10 1.087
52 H 1.292 5.650 4.064  C6 1.092
53 H 1.596 0.963 -7.964  C39 1.103
54 H -3.757 -4.185 2.100  C25 1.095
55 H -4.102 -2.492 2.601  C25 1.102
56 H 1.905 4.227 -6.289  C31 1.095
57 H 0.755 4.355 -0.038  C9 1.093
58 H 1.134 1.830 -0.573  C24 1.093
59 H 0.834 3.417 -7.477  C31 1.103
60 H 2.061 0.137 -2.118  C33 1.086
61 H 1.377 1.462 3.101  C35 1.091
62 H 1.415 0.061 -6.438  C39 1.095
63 H -2.149 -0.751 1.883  C13 1.106
64 H 3.871 3.745 -2.399  C40 1.089
65 H 1.498 3.262 4.772  C14 1.086
66 H -0.960 -1.127 3.799  C19 1.091
67 H -6.243 -1.490 -1.071  C34 1.090
68 H 0.661 -0.799 -0.789  C15 1.094
69 H -6.003 0.963 -0.640  C21 1.090
70 H -3.773 2.054 -0.973  C7 1.091
71 H -1.845 0.699 -1.811  C16 1.094
72 H 3.487 -3.308 7.369  C28 1.092
73 H 2.607 3.444 -7.735  C31 1.105
74 H 1.693 -0.053 -4.580  C27 1.093
75 H 0.069 0.381 1.990  C17 1.101
76 H 3.391 3.955 -4.862  C22 1.090
77 H 2.027 -1.295 7.154  C20 1.092

## Properties
Energy relative to the best compared isomer or geometry (same formula, charge and spin) = 12.0 kJ/mol
Largest force on an atom = 2.5 eV/A
Total charge = +1
E_tot = -1649.90777 a.u.
LUMO = -4.281 eV